C13H35BrN12O9P | ωB97M-V/def2-TZVPD

Geometry as XYZ:
```
71
Properties=species:S:1:pos:R:3:mulliken_charge:R:1
C 5.179 2.400 0.521 -0.788
C 4.096 2.908 -0.545 -0.386
O 2.731 2.589 -0.169 -0.278
N 2.454 1.284 -0.327 0.437
C 3.193 0.233 -0.948 -0.468
C 2.427 -0.989 -0.820 -0.528
N 1.242 -0.621 -0.118 0.525
P 0.089 -1.869 0.246 0.784
O 0.569 -2.781 1.323 -0.727
O -0.119 -2.832 -1.122 -0.516
O -1.408 -1.306 0.645 -0.312
C 1.266 0.744 0.141 -0.107
C 0.163 1.586 0.844 -0.443
Br -0.095 1.005 2.709 0.093
C -1.180 1.686 -0.029 -0.083
C -2.512 1.704 0.809 -1.161
H 5.771 1.533 0.063 0.284
H 5.907 3.233 0.710 0.301
H 4.702 2.063 1.482 0.300
H 4.166 4.037 -0.515 0.336
H 4.361 2.617 -1.599 0.338
H 4.205 0.363 -1.414 0.450
H 2.666 -2.016 -1.173 0.462
H -0.308 -3.755 -0.794 0.195
H -2.038 -2.057 0.741 0.310
H 0.567 2.643 0.898 0.672
H -1.172 2.592 -0.705 0.393
H -1.155 0.797 -0.736 -0.052
H -2.675 0.794 1.445 0.250
H -3.401 1.736 0.085 0.316
H -2.544 2.675 1.375 0.425
C 8.085 2.207 -1.607 0.726
O 7.572 1.392 -0.851 -0.705
N 8.835 3.246 -1.158 -0.399
N 7.947 2.143 -2.958 -0.403
H 9.264 3.925 -1.759 0.167
H 8.959 3.326 -0.163 0.227
H 7.400 1.386 -3.328 0.211
H 8.360 2.801 -3.594 0.164
C -3.731 -0.233 -2.315 0.700
O -3.895 0.584 -1.416 -0.664
N -2.792 -1.214 -2.252 -0.299
N -4.475 -0.226 -3.449 -0.411
H -2.642 -1.892 -2.976 0.154
H -2.223 -1.250 -1.425 0.176
H -5.179 0.487 -3.529 0.240
H -4.361 -0.884 -4.198 0.155
C -0.694 2.465 6.193 0.661
O -0.196 3.273 5.426 -0.619
N -0.969 2.758 7.491 -0.400
N -1.017 1.197 5.811 -0.213
H -1.377 2.108 8.137 0.152
H -0.743 3.685 7.809 0.234
H -0.828 0.946 4.855 -0.108
H -1.427 0.515 6.423 0.173
C -0.403 -6.742 -0.770 0.737
O -1.375 -6.008 -0.942 -0.662
N 0.669 -6.359 -0.036 -0.350
N -0.324 -7.988 -1.298 -0.396
H 1.479 -6.929 0.126 0.174
H 0.629 -5.438 0.369 0.190
H -1.104 -8.303 -1.849 0.234
H 0.460 -8.601 -1.169 0.164
C -8.842 0.275 -1.728 0.520
O -9.913 0.734 -2.079 -0.632
N -8.739 -0.836 -0.948 -0.346
N -7.651 0.833 -2.086 -0.305
H -7.867 -1.229 -0.648 0.155
H -9.597 -1.276 -0.663 0.213
H -7.686 1.657 -2.662 0.186
H -6.757 0.471 -1.806 0.176
```

Computed properties:
Charge   +1
Kohn-Sham gap   0.2867 Ha
LUMO   -3.390 eV